{"formula": "C6H14BiMgO4", "method": "ωB97M-V/def2-TZVPD", "de_lowest_kcal_mol": 0.0, "total_charge": 4, "gap_ev": [4.559, 4.996], "energy_ev": -25872.869, "spin_multiplicity": 2, "s2": 0.771, "elements": ["O", "Bi", "C", "H", "H", "H", "O", "C", "C", "O", "C", "C", "O", "C", "Mg", "H", "H", "H", "H", "H", "H", "H", "H", "H", "H", "H"], "xyz": [[-2.393, 2.881, 2.196], [-2.419, 4.078, 3.667], [-3.292, 2.317, 1.365], [-3.391, 1.223, 1.366], [-1.964, 1.657, -0.283], [-4.204, 2.880, 1.127], [-0.957, 1.358, -0.695], [0.008, 2.041, 0.090], [1.344, 1.344, 0.091], [1.070, -0.058, 0.066], [2.175, -0.944, -0.093], [1.582, -2.323, -0.265], [0.534, -2.234, -1.241], [0.061, -3.505, -1.698], [-0.446, -0.481, -1.215], [-0.601, 2.192, 1.152], [0.122, 3.082, -0.243], [1.931, 1.601, 0.983], [1.939, 1.614, -0.795], [2.822, -0.915, 0.793], [2.755, -0.647, -0.979], [1.152, -2.696, 0.675], [2.352, -3.021, -0.618], [-0.794, -3.324, -2.355], [0.860, -4.008, -2.255], [-0.247, -4.114, -0.838]]}